# 1
C27H43CeFN12O5 | ωB97M-V with the def2-TZVPD basis set

Results
Energy above the lowest of the compared OMol25 structures with the same formula, charge and spin, kcal/mol: 29.5
E_HOMO, eV: -17.44
Net charge: +4

Each line ends with the Mulliken charge.
Cartesian coordinates (Å):
Ce: -2.37799 0.11222 -0.86414  0.40
C: -3.59014 -4.46367 1.30833  -1.28
N: -3.25823 -3.13196 1.71692  0.23
C: -3.07423 -2.94338 3.14127  -1.10
C: -3.75279 -2.04211 1.00026  0.42
N: -3.30815 -0.82660 1.22755  -0.45
N: -4.71264 -2.31168 0.02974  -0.05
C: -5.35774 -1.40939 -0.81348  0.65
N: -6.55562 -1.86147 -1.30166  -0.38
N: -4.85146 -0.22186 -1.03932  -0.33
H: -4.63453 -4.78449 1.62326  0.32
H: -2.82749 -5.14058 1.67021  0.38
H: -3.41860 -4.42719 0.25008  0.52
H: -4.02245 -2.78580 3.69579  0.36
H: -2.44713 -2.11830 3.49768  0.35
H: -2.60045 -3.83947 3.48051  0.38
H: -2.78914 -0.71179 2.11687  0.18
H: -4.94882 -3.32987 -0.17409  0.28
H: -6.84767 -2.77750 -1.20391  0.17
H: -7.10778 -1.23775 -1.91603  0.24
H: -5.36509 0.29366 -1.82144  0.24
F: 4.05228 0.63181 1.55721  -0.32
C: 3.61240 -0.33570 0.77015  0.47
C: 2.30749 -0.78163 0.76953  -1.17
C: 1.81200 -1.58694 -0.26246  0.32
C: 0.43462 -1.64165 -0.49809  1.11
O: -0.33101 -0.73835 -0.02727  -0.67
C: 0.01522 -2.60171 -1.47546  0.00
C: 0.90243 -3.57421 -1.88552  -0.34
N: 2.22357 -3.51308 -1.60918  0.24
C: 3.02236 -4.63563 -1.90181  -0.10
C: 4.23656 -4.44575 -2.80016  -0.58
C: 4.37311 -4.92445 -1.39933  -0.46
C: 2.68785 -2.33155 -0.97036  0.28
C: 4.05362 -2.02540 -0.89817  0.07
C: 4.53183 -0.95978 -0.12240  -1.24
N: 5.80439 -0.35730 -0.18590  0.31
C: 5.85445 1.00823 -0.74714  -0.56
C: 7.25442 1.57258 -0.77171  -0.76
N: 8.12110 0.97984 0.27920  -0.11
C: 8.31715 -0.48209 -0.07928  -0.94
C: 6.96804 -1.12624 -0.55713  -0.48
C: -1.34354 -2.31742 -2.04446  0.15
O: -2.26160 -3.08959 -1.95865  -0.53
O: -1.46250 -1.12658 -2.56345  -0.57
H: 1.58954 -0.23299 1.36158  0.54
H: 0.53155 -4.35498 -2.51720  0.60
H: 2.45112 -5.54868 -2.19780  0.44
H: 4.50573 -3.43051 -3.01071  0.27
H: 4.40469 -5.26119 -3.55494  0.36
H: 4.73277 -4.22501 -0.63985  0.20
H: 4.55241 -5.98230 -1.33087  0.38
H: 4.74538 -2.53145 -1.55299  0.70
H: 5.27066 1.72563 -0.07771  0.36
H: 5.33803 1.16812 -1.70173  0.32
H: 7.20338 2.68619 -0.74502  0.41
H: 7.73614 1.28524 -1.76203  0.35
H: 7.68351 1.10614 1.18192  0.36
H: 9.02706 1.46441 0.26419  0.36
H: 8.75106 -1.02003 0.81277  0.43
H: 9.04720 -0.49067 -0.87533  0.39
H: 6.95228 -2.16690 -0.07701  0.31
H: 6.97792 -1.21081 -1.64992  0.46
N: -2.76839 4.72477 -2.59864  -0.58
C: -2.98432 4.39793 -1.25550  0.40
C: -4.50129 4.53905 -0.91976  -1.02
C: -5.14391 4.25820 0.47857  -1.17
C: -4.61281 4.98484 1.67749  -0.68
N: -3.42194 4.34037 2.15425  0.29
C: -2.80300 4.63773 3.28400  0.81
N: -3.24741 5.57538 4.13951  -0.36
N: -1.71486 3.93075 3.62506  -0.35
C: -2.54775 2.96221 -0.93628  1.23
O: -2.28934 2.55026 0.24795  -0.95
O: -2.23974 2.21879 -1.97533  -0.64
H: -2.92616 5.68719 -2.79377  0.28
H: -1.84094 4.54113 -2.96880  0.24
H: -2.42799 5.08224 -0.51193  0.17
H: -5.05599 3.89075 -1.59763  0.30
H: -4.71651 5.57762 -1.06910  0.47
H: -5.15662 3.21090 0.67407  0.30
H: -6.16207 4.58549 0.46017  0.50
H: -5.44215 4.82761 2.42735  0.59
H: -4.48626 6.07162 1.46871  0.44
H: -3.03680 3.60103 1.49409  0.05
H: -3.96367 6.20319 3.77575  0.24
H: -2.68674 5.70450 4.96641  0.21
H: -1.46968 3.13991 3.08129  0.11
H: -1.19219 4.13791 4.50219  0.22



# 2
C8H24O4Si4 | ωB97M-V with the def2-TZVPD basis set

Results
Energy above the lowest of the compared OMol25 structures with the same formula, charge and spin, kcal/mol: 0.0
E_HOMO, eV: -9.91
Net charge: 0

Each line ends with the Mulliken charge.
Cartesian coordinates (Å):
O: 1.89933 0.24094 -0.22390  -0.40
O: -0.05705 -0.86079 1.13801  -0.15
O: -0.21272 1.83991 -0.80097  -0.22
O: -2.04213 -0.23363 -0.76379  -0.46
C: 2.49930 -1.21170 2.29000  -1.18
C: 1.72944 -2.65295 -0.27239  -1.08
C: 2.43585 3.01814 -0.79631  -1.17
C: 1.07856 2.09962 1.82221  -0.85
C: -1.91771 -2.91820 0.38148  -1.19
C: -2.64861 -0.42963 2.03992  -1.04
C: -0.26194 0.04675 -3.10062  -0.86
C: -2.80023 1.87419 -2.33130  -1.24
Si: 1.50211 -1.09245 0.71206  0.61
Si: 1.23647 1.75000 0.00846  0.67
Si: -1.62348 -1.07242 0.59558  0.66
Si: -1.25846 0.89560 -1.69863  0.77
H: 2.39800 -2.18303 2.77572  0.35
H: 2.16235 -0.45184 2.98896  0.32
H: 3.53357 -0.98935 2.08750  0.36
H: 2.67561 -2.71534 -0.78375  0.41
H: 0.90790 -2.69862 -0.98233  0.17
H: 1.64166 -3.49554 0.41140  0.33
H: 3.31381 3.13760 -0.15958  0.33
H: 1.90330 3.97117 -0.83866  0.32
H: 2.72253 2.65673 -1.76513  0.26
H: 0.88122 1.13462 2.27887  0.01
H: 0.21655 2.70578 2.09952  0.36
H: 1.99846 2.46003 2.20833  0.31
H: -1.35352 -3.35164 -0.46212  0.28
H: -1.68106 -3.40883 1.32367  0.33
H: -2.96641 -3.05090 0.18554  0.40
H: -2.15414 0.47622 2.39415  0.22
H: -3.63828 -0.19649 1.70822  0.36
H: -2.65961 -1.21568 2.80464  0.30
H: 0.56448 -0.47189 -2.56575  0.09
H: -0.87012 -0.67424 -3.72396  0.30
H: 0.18771 0.76781 -3.73519  0.38
H: -3.61681 1.67832 -1.65566  0.30
H: -2.58474 2.93939 -2.25536  0.33
H: -3.14121 1.68234 -3.33882  0.35



# 3
C33H33F9O8P2Sb2Ti | ωB97M-V with the def2-TZVPD basis set

Results
⟨S²⟩: 2.00
Energy above the lowest of the compared OMol25 structures with the same formula, charge and spin, kcal/mol: 0.0
E_HOMO (spin up / spin down), eV: -6.83 / -8.62
Net charge: 0
2S+1: 3

Each line ends with the Löwdin spin population.
Cartesian coordinates (Å):
Ti: -0.59869 0.91556 0.79544  1.76
C: -3.73178 3.39510 2.00012  0.00
C: -3.85497 2.70623 0.65257  0.00
O: -5.07372 3.14063 0.04607  0.00
P: -2.52196 3.18209 -0.51280  0.00
O: -2.61646 4.75179 -0.59784  0.00
O: -2.98905 2.63169 -1.91767  0.00
O: -1.14221 2.72340 -0.15123  0.03
P: -3.87023 0.85989 0.70164  0.01
O: -4.98827 0.58830 1.80561  0.00
O: -4.31792 0.50683 -0.68205  0.00
O: -2.55098 0.31445 1.20314  0.04
H: -3.77313 4.47580 1.86790  0.00
H: -2.80505 3.13278 2.50127  0.00
H: -4.57034 3.08409 2.62086  0.00
H: -5.39012 2.42442 -0.52459  0.00
H: -1.97174 5.16866 -1.18385  0.00
H: -3.48203 1.78376 -1.80866  0.00
H: -5.06679 -0.33466 2.07229  0.00
C: 0.26299 -2.16753 -2.07812  0.00
C: -0.56012 -3.15839 -1.23116  0.00
C: 0.00561 -3.42731 0.16314  0.00
Sb: 0.67255 -1.72299 1.29958  0.04
C: 2.67472 -1.64081 0.56912  0.00
C: 3.31865 -0.41377 0.43736  0.00
C: 4.62313 -0.34602 -0.03869  0.00
C: 5.29986 -1.50460 -0.38344  0.00
C: 4.67473 -2.73701 -0.23679  0.00
C: 3.37382 -2.80199 0.23922  0.00
C: 1.10469 -2.82892 3.06239  0.01
C: 0.05214 -3.46077 3.72195  0.00
C: 0.27632 -4.19827 4.87596  0.00
C: 1.56154 -4.30528 5.38796  0.00
C: 2.61412 -3.67243 4.74324  0.00
C: 2.38823 -2.93882 3.58586  0.00
Sb: -0.73897 -0.27600 -1.99485  0.02
C: -2.05095 -0.75857 -3.59375  0.00
C: -1.48973 -1.16009 -4.80848  0.00
C: -2.29353 -1.55014 -5.86776  0.00
C: -3.67552 -1.55504 -5.72477  0.00
C: -4.24114 -1.17280 -4.51985  0.00
C: -3.43526 -0.77832 -3.45632  0.00
C: 0.59647 1.04299 -3.00669  0.00
C: 1.71321 1.46852 -2.29005  0.01
C: 2.61586 2.36803 -2.83752  0.00
C: 2.40220 2.87144 -4.11312  0.00
C: 1.28068 2.47557 -4.82768  0.00
C: 0.38360 1.56774 -4.27847  0.00
H: 0.29309 -2.46946 -3.12410  0.00
H: 1.29338 -2.08382 -1.73151  0.00
H: -0.63707 -4.11261 -1.75906  0.00
H: -1.59424 -2.80698 -1.13002  0.00
H: 0.87258 -4.08671 0.10204  0.00
H: -0.73174 -3.94029 0.78371  0.00
H: 2.80839 0.49539 0.73262  0.00
H: 5.10983 0.61677 -0.13357  0.00
H: 6.31478 -1.45250 -0.75636  0.00
H: 5.20207 -3.64850 -0.48840  0.00
H: 2.91803 -3.77745 0.36280  0.00
H: -0.96317 -3.37592 3.34701  0.00
H: -0.55262 -4.68308 5.37572  0.00
H: 1.74161 -4.87748 6.28893  0.00
H: 3.61815 -3.74658 5.14155  0.00
H: 3.22268 -2.44983 3.09846  0.00
H: -0.41329 -1.16721 -4.94106  0.00
H: -1.84102 -1.85346 -6.80342  0.00
H: -4.30473 -1.86228 -6.55025  0.00
H: -5.31671 -1.18358 -4.39639  0.00
H: -3.89720 -0.50155 -2.51781  0.00
H: 1.89053 1.10421 -1.28278  0.01
H: 3.47825 2.68034 -2.26209  0.00
H: 3.10262 3.57520 -4.54422  0.00
H: 1.09848 2.87651 -5.81695  0.00
H: -0.49284 1.29005 -4.85065  0.00
F: 0.13827 3.38171 4.63789  0.00
C: 0.06747 2.93436 3.38697  0.00
F: -0.15252 3.97720 2.57911  0.00
F: -1.02943 2.14919 3.29247  0.01
C: 1.31112 2.13854 2.90197  0.00
O: 1.08321 1.57210 1.69832  0.04
C: 2.51468 3.13170 2.75749  0.00
F: 3.65882 2.44709 2.61380  0.00
F: 2.66006 3.95575 3.80399  0.00
F: 2.35900 3.88511 1.66743  0.00
C: 1.68299 1.05895 3.96533  0.00
F: 2.54297 0.17975 3.44485  0.00
F: 2.24539 1.58995 5.05831  0.00
F: 0.60367 0.37018 4.36139  0.00



# 4
C13H42O13 | ωB97M-V with the def2-TZVPD basis set

Results
Energy above the lowest of the compared OMol25 structures with the same formula, charge and spin, kcal/mol: 19.3
E_HOMO, eV: -9.46
Net charge: 0
SMILES: OCCO.OCCO.OCCO.OCCO.OCCO.CO.CO.CO

Each line ends with the Mulliken charge.
Cartesian coordinates (Å):
C: 0.58704 2.59459 2.40319  -0.78
O: 1.24609 1.79227 1.43689  0.05
H: 1.19520 3.49019 2.52928  0.33
H: -0.47257 2.86511 2.10234  0.25
H: 0.67273 2.11020 3.35866  0.22
H: 0.68234 1.36443 0.76573  0.09
C: 2.75838 -1.48246 3.90403  -0.68
O: 2.21542 -0.19484 4.00013  -0.54
H: 3.16292 -1.80161 2.93561  0.22
H: 3.60021 -1.50647 4.64244  0.28
H: 2.06269 -2.25897 4.22213  0.29
H: 2.71803 0.44986 3.49356  0.49
C: 4.82914 0.25312 2.06281  -0.49
O: 3.80101 1.19732 2.39926  -0.64
H: 4.45048 -0.79122 1.86836  0.12
H: 5.28323 0.58630 1.14172  0.29
H: 5.54336 0.19995 2.90140  0.29
H: 3.16381 1.48833 1.64945  0.27
C: -2.99840 -4.31839 0.48776  -0.26
C: -2.12308 -4.67421 -0.77109  -0.36
O: -0.92419 -5.42492 -0.39600  -0.53
O: -2.19775 -3.62534 1.48317  -0.60
H: -3.53697 -5.22744 0.85973  0.31
H: -3.79638 -3.60419 0.27762  0.29
H: -1.85460 -3.77823 -1.27533  0.18
H: -2.70891 -5.35501 -1.42163  0.32
H: -0.29867 -4.73828 -0.07732  0.31
H: -1.81757 -4.32738 2.04003  0.29
C: 1.33188 -0.24649 -1.57555  -0.50
C: 2.74132 -0.25315 -0.93927  -0.53
O: 3.48067 0.92606 -1.09669  -0.67
O: 0.53457 0.73820 -0.92182  -0.28
H: 1.09938 -1.25622 -1.41589  0.37
H: 1.48864 -0.01897 -2.61092  0.40
H: 3.27550 -1.14156 -1.32144  0.49
H: 2.65676 -0.47126 0.12994  0.13
H: 2.96941 1.68466 -0.76509  0.47
H: -0.20303 0.95577 -1.49249  0.16
C: -2.80541 0.97494 1.50163  0.50
C: -3.38634 -0.15672 2.31938  -0.84
O: -3.42967 -1.27163 1.45932  -0.44
O: -3.53659 1.07673 0.23718  -0.59
H: -1.75456 0.77635 1.34256  -0.29
H: -2.91955 1.89919 2.12318  0.25
H: -4.39942 0.03501 2.58554  0.35
H: -2.86189 -0.37210 3.24780  0.43
H: -2.89975 -2.02988 1.78665  0.30
H: -4.29003 0.52079 0.33163  0.33
C: -2.87020 0.52863 -3.34368  -0.34
C: -3.61451 -0.84836 -3.25903  -0.49
O: -4.00921 -0.99021 -1.90296  -0.49
O: -2.13480 0.77313 -2.15749  -0.21
H: -3.61349 1.27139 -3.47025  0.31
H: -2.17267 0.41936 -4.21462  0.27
H: -3.04435 -1.76364 -3.48471  0.24
H: -4.50991 -0.88279 -3.82217  0.34
H: -3.30626 -0.91623 -1.27359  0.27
H: -2.61470 1.28165 -1.46738  0.16
C: 2.56908 3.68379 -3.15856  -0.55
C: 1.25394 3.58541 -2.40400  -0.15
O: 1.51389 3.32434 -1.04480  -0.55
O: 2.93860 2.41517 -3.71674  -0.63
H: 3.31080 3.93464 -2.42228  0.28
H: 2.53388 4.51779 -3.90160  0.38
H: 0.61927 2.87248 -2.92971  0.11
H: 0.77871 4.56640 -2.41610  0.42
H: 0.94476 2.70353 -0.64499  0.18
H: 3.09229 1.87110 -2.91496  0.40



# 5
C3H4N2O | ωB97M-V with the def2-TZVPD basis set

Results
Energy above the lowest of the compared OMol25 structures with the same formula, charge and spin, kcal/mol: 76.9
E_HOMO, eV: -8.84
Net charge: 0

Each line ends with the Mulliken charge.
Cartesian coordinates (Å):
N: 1.51819 -0.39343 0.60184  -0.49
C: 0.25819 -0.05232 0.11622  0.20
C: -0.24387 1.11431 -0.30892  -0.23
O: -1.56296 0.92562 -0.69336  -0.13
C: -1.90100 -0.35435 -0.60781  -0.38
N: -0.78901 -1.00677 -0.07185  -0.24
H: 2.25099 0.26277 0.35234  0.24
H: 1.79985 -1.33935 0.38122  0.26
H: 0.14192 2.10946 -0.44941  0.40
H: -1.47230 -1.26592 0.67973  0.37



# 6
CH2BrP | ωB97M-V with the def2-TZVPD basis set

Results
Energy above the lowest of the compared OMol25 structures with the same formula, charge and spin, kcal/mol: 38.4
E_HOMO, eV: -10.08
Net charge: 0
SMILES: C#P.Br

Each line ends with the Mulliken charge.
Cartesian coordinates (Å):
C: -0.16833 0.19105 -0.49700  -0.14
P: 0.38292 -0.27781 0.89905  -0.26
Br: 3.18137 -1.46683 3.24625  -0.19
H: -0.48669 0.73191 -1.30258  0.41
H: 2.78905 -0.39143 3.82877  0.18